{
  "formula": "C33H115F6N50O30Ti",
  "method": "ωB97M-V/def2-TZVPD",
  "symbols": ["O", "H", "H", "H", "Ti", "C", "O", "O", "C", "F", "F", "F", "C", "C", "H", "H", "H", "H", "H", "H", "C", "O", "O", "C", "F", "F", "F", "C", "C", "H", "H", "H", "H", "H", "H", "C", "O", "N", "N", "H", "H", "H", "H", "C", "O", "N", "N", "H", "H", "H", "H", "C", "O", "N", "N", "H", "H", "H", "H", "C", "O", "N", "N", "H", "H", "H", "H", "C", "O", "N", "N", "H", "H", "H", "H", "C", "O", "N", "N", "H", "H", "H", "H", "C", "O", "N", "N", "H", "H", "H", "H", "C", "O", "N", "N", "H", "H", "H", "H", "C", "O", "N", "N", "H", "H", "H", "H", "C", "O", "N", "N", "H", "H", "H", "H", "C", "O", "N", "N", "H", "H", "H", "H", "C", "O", "N", "N", "H", "H", "H", "H", "C", "O", "N", "N", "H", "H", "H", "H", "C", "O", "N", "N", "H", "H", "H", "H", "C", "O", "N", "N", "H", "H", "H", "H", "C", "O", "N", "N", "H", "H", "H", "H", "C", "O", "N", "N", "H", "H", "H", "H", "C", "O", "N", "N", "H", "H", "H", "H", "C", "O", "N", "N", "H", "H", "H", "H", "C", "O", "N", "N", "H", "H", "H", "H", "C", "O", "N", "N", "H", "H", "H", "H", "C", "O", "N", "N", "H", "H", "H", "H", "C", "O", "N", "N", "H", "H", "H", "H", "C", "O", "N", "N", "H", "H", "H", "H", "C", "O", "N", "N", "H", "H", "H", "H"],
  "xyz": [[-21.443, 12.460, -16.478], [-20.961, 11.646, -16.641], [-20.786, 13.126, -16.696], [-21.732, 12.463, -15.563], [-20.880, 10.851, -13.086], [-19.222, 10.035, -16.316], [-20.377, 10.177, -17.154], [-19.416, 10.948, -15.270], [-18.807, 8.573, -15.912], [-17.650, 8.378, -15.305], [-19.727, 8.179, -14.979], [-18.843, 7.752, -16.905], [-20.231, 10.265, -18.568], [-21.621, 10.069, -19.265], [-22.366, 10.845, -19.088], [-21.467, 9.961, -20.338], [-22.056, 9.157, -18.854], [-19.590, 9.457, -18.922], [-19.761, 11.151, -18.995], [-18.411, 10.329, -16.983], [-23.535, 12.920, -13.275], [-24.764, 12.314, -13.043], [-22.858, 12.053, -14.217], [-23.756, 14.492, -13.504], [-23.517, 15.207, -12.394], [-22.899, 14.967, -14.386], [-24.911, 14.867, -13.942], [-25.424, 12.507, -11.738], [-26.730, 11.684, -11.634], [-26.721, 11.188, -10.664], [-27.569, 12.332, -11.889], [-26.666, 10.855, -12.340], [-25.630, 13.575, -11.681], [-24.844, 12.315, -10.835], [-22.973, 12.819, -12.347], [-17.969, 14.931, -14.541], [-17.748, 15.645, -13.607], [-17.117, 14.940, -15.521], [-18.735, 13.895, -14.536], [-17.321, 14.435, -16.372], [-16.255, 15.459, -15.435], [-19.335, 13.616, -13.773], [-18.594, 13.109, -15.155], [-29.760, 9.794, -11.374], [-30.116, 10.561, -12.238], [-30.049, 8.564, -11.319], [-29.153, 10.129, -10.283], [-30.656, 8.161, -12.019], [-29.635, 8.038, -10.563], [-29.212, 9.425, -9.562], [-28.909, 11.104, -10.183], [-28.424, 10.394, -7.200], [-27.501, 10.809, -7.812], [-28.654, 9.132, -6.949], [-29.446, 11.072, -6.852], [-27.893, 8.485, -7.101], [-29.610, 8.948, -6.682], [-30.174, 10.613, -6.323], [-29.754, 11.865, -7.396], [-21.311, 5.857, -11.923], [-22.046, 5.738, -10.956], [-20.973, 7.092, -12.391], [-20.610, 4.924, -12.602], [-20.134, 7.135, -12.952], [-21.483, 7.881, -12.020], [-20.609, 3.962, -12.295], [-20.250, 5.263, -13.482], [-21.314, 18.116, -11.059], [-20.281, 17.485, -10.937], [-22.322, 17.706, -11.765], [-21.508, 19.289, -10.528], [-23.181, 18.237, -11.813], [-22.248, 16.849, -12.294], [-22.463, 19.612, -10.593], [-20.911, 19.661, -9.803], [-28.321, 10.239, -15.325], [-27.675, 10.340, -16.228], [-28.485, 9.116, -14.736], [-28.513, 11.152, -14.406], [-28.407, 8.186, -15.122], [-28.877, 9.077, -13.807], [-27.826, 11.874, -14.243], [-28.979, 10.958, -13.531], [-28.073, 15.205, -15.074], [-27.453, 15.156, -16.087], [-27.603, 15.178, -13.880], [-29.375, 15.246, -14.962], [-28.324, 15.277, -13.179], [-26.617, 15.105, -13.670], [-29.846, 15.283, -14.069], [-29.967, 15.207, -15.780], [-24.057, 8.890, -15.080], [-24.417, 7.888, -15.640], [-24.812, 9.936, -15.000], [-22.993, 8.982, -14.320], [-25.636, 9.975, -15.583], [-24.312, 10.766, -14.714], [-22.651, 8.054, -14.117], [-22.875, 9.844, -13.805], [-21.992, 9.992, -10.196], [-22.105, 9.921, -11.398], [-23.016, 9.946, -9.385], [-20.869, 10.227, -9.614], [-23.920, 10.033, -9.826], [-22.875, 9.853, -8.389], [-20.766, 10.123, -8.614], [-20.044, 10.330, -10.188], [-17.685, 10.110, -11.867], [-18.943, 10.257, -11.732], [-16.917, 9.619, -10.887], [-17.114, 10.156, -13.056], [-17.369, 9.316, -10.036], [-15.958, 9.501, -11.183], [-16.129, 9.996, -13.210], [-17.723, 10.207, -13.860], [-26.493, 16.300, -19.610], [-26.010, 17.233, -19.016], [-27.188, 15.315, -19.039], [-26.218, 15.938, -20.830], [-27.610, 14.586, -19.596], [-27.337, 15.479, -18.054], [-25.637, 16.479, -21.455], [-26.589, 15.092, -21.239], [-31.539, 12.573, -9.327], [-30.395, 12.451, -9.234], [-32.175, 13.676, -9.741], [-32.298, 11.686, -8.888], [-31.705, 14.364, -10.312], [-33.179, 13.657, -9.843], [-33.250, 11.607, -9.214], [-31.762, 10.883, -8.590], [-20.484, 15.590, -17.566], [-20.258, 14.398, -17.536], [-20.795, 16.289, -18.606], [-20.437, 16.364, -16.581], [-20.625, 15.772, -19.457], [-21.119, 17.246, -18.613], [-19.948, 16.152, -15.723], [-20.952, 17.232, -16.631], [-30.333, 16.388, -11.373], [-29.432, 15.952, -11.983], [-30.252, 16.850, -10.145], [-31.553, 16.318, -11.879], [-31.119, 17.233, -9.796], [-29.407, 17.359, -9.927], [-32.323, 16.804, -11.442], [-31.661, 15.675, -12.650], [-22.614, 16.315, -6.894], [-22.702, 15.665, -5.856], [-22.010, 17.456, -7.031], [-23.106, 15.896, -7.968], [-21.613, 17.938, -6.238], [-22.288, 18.087, -7.769], [-23.147, 16.572, -8.718], [-23.752, 15.119, -7.940], [-23.450, 17.877, -16.192], [-22.869, 17.926, -17.269], [-22.815, 18.117, -15.074], [-24.771, 17.643, -16.190], [-21.810, 18.221, -15.065], [-23.316, 18.077, -14.198], [-25.183, 17.570, -17.110], [-25.307, 17.622, -15.335], [-29.042, 14.376, -6.882], [-30.136, 13.978, -6.457], [-28.431, 15.334, -6.253], [-28.555, 14.120, -8.078], [-27.941, 16.002, -6.832], [-28.689, 15.565, -5.305], [-27.691, 14.542, -8.385], [-29.232, 13.632, -8.648], [-26.635, 17.002, -9.262], [-27.057, 16.332, -8.303], [-26.237, 16.530, -10.421], [-26.633, 18.280, -9.227], [-26.270, 15.595, -10.802], [-25.986, 17.248, -11.086], [-25.975, 18.644, -9.901], [-26.924, 18.805, -8.414], [-24.681, 12.637, -6.056], [-23.808, 12.651, -5.206], [-25.370, 13.671, -6.433], [-25.180, 11.557, -6.609], [-25.025, 14.507, -5.983], [-26.183, 13.568, -7.024], [-25.973, 11.601, -7.232], [-25.263, 10.759, -5.995], [-25.592, 7.660, -8.076], [-25.219, 7.744, -6.864], [-26.308, 8.487, -8.637], [-25.141, 6.694, -8.834], [-26.706, 9.350, -8.294], [-26.496, 8.276, -9.607], [-24.321, 6.271, -8.423], [-25.498, 6.466, -9.751], [-19.764, 13.478, -10.849], [-20.385, 12.869, -11.755], [-19.984, 13.339, -9.568], [-18.790, 14.325, -11.035], [-20.598, 12.559, -9.383], [-19.465, 13.830, -8.854], [-18.371, 14.297, -11.954], [-18.558, 14.966, -10.289], [-31.789, 9.601, -15.128], [-31.764, 8.509, -14.591], [-32.215, 9.965, -16.306], [-31.575, 10.640, -14.396], [-32.656, 9.289, -16.913], [-32.460, 10.933, -16.455], [-31.518, 11.569, -14.788], [-31.075, 10.497, -13.531], [-25.572, 19.185, -12.975], [-24.988, 18.697, -12.069], [-26.490, 18.556, -13.624], [-25.482, 20.365, -13.436], [-27.032, 18.964, -14.372], [-26.896, 17.707, -13.256], [-25.077, 20.980, -12.745], [-26.292, 20.735, -13.913], [-26.021, 7.212, -11.794], [-25.809, 6.097, -11.411], [-27.121, 7.582, -12.390], [-25.320, 8.262, -11.792], [-27.798, 6.867, -12.613], [-26.931, 8.110, -13.230], [-24.389, 7.924, -11.594], [-25.684, 9.149, -12.110], [-24.275, 13.495, -17.733], [-23.600, 12.979, -18.593], [-23.880, 14.521, -17.041], [-25.479, 13.220, -17.415], [-24.521, 14.850, -16.334], [-23.075, 14.975, -17.448], [-25.872, 13.722, -16.631], [-26.023, 12.820, -18.166]],
  "forces_ev_per_angstrom": [[-0.917, 0.093, -1.099], [0.512, -2.300, -0.047], [0.572, 2.048, -0.323], [-1.117, 0.013, 2.065], [0.729, 0.522, -0.551], [0.845, 3.009, 1.011], [-0.544, -0.611, -0.114], [0.917, -2.165, -0.723], [-3.122, 1.438, 1.845], [1.381, 0.820, 0.142], [-0.214, -0.561, -0.090], [-0.200, -1.336, -1.945], [-0.937, -1.132, -1.426], [0.639, -0.208, 0.977], [0.356, 0.358, 0.107], [0.022, -0.025, 0.011], [0.019, -0.180, -0.202], [0.037, -0.294, 0.130], [0.090, 0.700, 0.837], [0.742, 0.282, -0.118], [1.792, -2.519, -0.211], [-2.328, -0.488, 1.503], [-0.717, 2.765, 1.202], [3.166, -2.103, -0.385], [-0.342, -0.045, 1.202], [1.330, 0.283, -0.877], [-2.759, 0.334, -0.719], [0.072, 0.388, -1.172], [1.637, 0.193, -0.520], [-0.632, 0.479, 0.184], [-0.311, -0.442, 0.378], [-0.178, 0.179, -0.384], [-0.363, 0.306, 0.166], [0.920, -0.363, -0.430], [0.354, 0.725, 0.345], [2.118, -0.587, 1.686], [-0.676, 2.710, 3.019], [2.466, 0.278, -4.613], [-3.778, -3.574, -0.170], [0.314, 0.158, 0.068], [-0.524, 0.038, -0.082], [-0.150, 0.499, 0.277], [-0.030, -0.020, -0.181], [-0.383, 1.832, 0.619], [-0.102, 1.839, -1.417], [-1.903, -5.936, -1.031], [2.137, 1.889, 2.264], [0.129, -0.285, 0.064], [-0.415, -0.588, -0.751], [0.681, 1.118, 0.567], [-0.027, -0.358, 0.819], [-1.504, -1.504, 0.040], [3.827, 1.823, -2.502], [0.402, -3.519, 0.520], [-4.385, 3.769, 1.405], [-0.511, -0.603, 0.477], [0.857, -1.090, 0.084], [0.177, 0.520, 0.029], [0.309, 0.474, 0.438], [0.272, 1.578, 1.086], [-0.244, -0.907, -0.237], [-0.276, -0.023, -0.368], [0.041, -1.008, -0.056], [-0.418, 0.935, 0.154], [0.552, 0.286, -0.164], [-0.041, 0.286, -0.449], [0.059, -0.952, 0.106], [3.251, -2.174, 0.087], [0.764, -0.397, 0.273], [-2.983, -1.472, -2.353], [-1.165, 3.952, 2.026], [0.065, -0.366, -0.145], [0.056, 0.148, 0.330], [0.363, 0.532, 0.355], [-0.054, -0.265, -0.306], [-1.165, -0.219, 6.981], [5.608, 2.141, -11.322], [-2.464, -7.820, 3.219], [-1.377, 5.906, 2.935], [0.004, 0.493, -0.817], [-0.154, 0.075, -0.354], [0.038, 0.014, -0.927], [-0.124, -0.190, -0.391], [-0.398, -0.424, -0.071], [1.838, 0.045, -3.210], [2.632, 0.219, 4.394], [-5.178, 0.344, -1.589], [1.041, -0.110, 0.690], [-0.591, -0.088, -0.099], [0.291, -0.008, -0.292], [0.327, 0.024, 0.100], [-1.102, -1.132, -0.057], [-0.211, -2.671, -1.366], [-2.420, 3.429, -0.077], [2.675, -0.964, 0.650], [0.231, 0.268, -0.204], [-0.523, 0.764, -0.110], [0.770, 0.553, 0.535], [0.258, -0.347, 0.575], [-0.860, 0.227, -0.039], [-0.596, 0.024, -2.980], [-2.582, -0.394, 1.195], [4.045, 0.577, 2.018], [-0.011, -0.418, 0.630], [-0.688, 0.170, -0.174], [0.015, 0.124, -0.257], [0.314, -0.278, -0.235], [-3.518, -1.318, 0.069], [1.857, 0.196, 0.039], [0.466, 0.631, 0.367], [0.743, 0.720, -1.521], [0.646, 0.064, -0.135], [-0.127, -0.494, 1.143], [-0.359, -0.043, 0.077], [-0.232, 0.505, -0.186], [0.607, -1.527, 1.126], [0.189, 1.795, 0.754], [-1.477, -0.041, 1.772], [1.163, 0.088, -5.023], [-0.002, 0.201, 0.705], [-0.525, -0.821, 0.115], [-0.139, 0.107, 0.444], [0.176, 0.301, 0.248], [-2.452, 4.460, -1.514], [7.830, 0.008, -0.312], [-1.028, 2.240, -1.444], [-4.633, -5.817, 2.252], [0.110, -0.293, 0.255], [0.264, 0.058, 0.042], [0.211, -0.369, 0.384], [-0.730, -0.310, 0.003], [0.086, -1.540, -0.954], [1.178, -2.095, -0.636], [-0.769, -0.065, -5.625], [0.567, 3.780, 7.359], [-0.699, 0.473, -0.294], [0.113, -0.351, 0.100], [-0.473, -0.352, -0.063], [0.268, -0.013, -0.063], [-1.911, 0.242, 0.874], [4.399, -1.668, -2.435], [-0.056, 1.711, 2.118], [-2.613, -0.102, -0.726], [0.412, 0.133, 0.481], [-0.007, -0.263, 0.364], [-0.092, -0.408, -0.456], [-0.455, 0.425, 0.124], [0.319, -1.768, 5.633], [0.374, 0.297, 0.687], [2.491, 4.931, 0.282], [-3.170, -2.001, -6.313], [-0.198, -0.471, 0.043], [0.235, -0.235, 0.033], [-0.214, -0.771, -0.425], [0.107, 0.080, -0.082], [-0.680, 0.141, -2.550], [1.135, -0.082, -0.887], [0.617, 0.397, 3.023], [-0.576, -0.043, 0.863], [-0.437, 0.018, 0.101], [0.492, -0.043, -0.036], [-0.402, -0.232, -0.135], [-0.009, -0.125, -0.440], [-3.225, 0.588, 0.393], [-0.120, -1.547, -0.217], [2.381, 2.623, 2.399], [0.286, -1.583, -1.445], [0.312, -0.050, 0.562], [-0.148, -0.108, -0.428], [-0.455, 0.028, -0.136], [0.577, -0.096, -0.586], [-1.761, -4.437, 2.549], [0.687, 0.137, -0.879], [1.061, -0.775, -2.690], [0.540, 5.110, -0.298], [-0.109, 0.012, 0.874], [0.298, -0.403, -0.344], [-0.277, 1.142, 0.305], [0.414, -0.310, -0.109], [0.950, -0.897, 2.195], [0.468, -0.006, 0.070], [-0.472, 4.161, -0.852], [-0.582, -4.336, -1.273], [-0.602, 0.525, -0.424], [0.127, 0.560, 0.478], [0.147, 0.185, 0.241], [0.548, -0.260, -0.226], [5.079, -3.304, 6.541], [-0.664, 0.364, -1.033], [-5.591, 5.071, -4.913], [1.466, -2.155, -0.203], [0.429, 0.249, 0.357], [-0.116, 0.558, -0.039], [-0.308, -0.525, -0.509], [0.540, -0.357, -0.106], [-0.553, -0.693, -1.561], [0.539, 0.174, 0.575], [-2.188, -1.649, 2.542], [1.773, 1.087, -1.801], [-0.100, 0.316, 0.783], [-0.275, -0.465, -0.191], [0.231, 1.222, 0.174], [0.366, 0.045, -0.784], [-1.027, -1.047, 1.918], [0.365, -2.172, -0.648], [-1.404, -0.434, -4.524], [1.033, 4.072, 2.517], [0.187, 0.117, 0.128], [0.104, -0.460, -0.089], [0.229, -0.287, 0.033], [-0.130, 0.094, 0.114], [-2.111, -1.075, -0.891], [2.754, -1.525, 3.973], [-4.065, -4.054, -2.183], [1.682, 6.344, -0.415], [0.245, -0.036, 0.150], [0.247, -0.193, -0.122], [0.290, 0.527, -0.534], [0.457, 0.187, 0.009], [-2.392, -1.824, -1.266], [0.917, -2.118, 1.269], [-6.106, -0.033, -2.981], [5.853, 2.413, 2.063], [0.098, -0.260, 0.241], [-0.281, 0.264, -0.093], [1.049, 1.788, -0.028], [0.971, -0.217, -0.030], [2.117, 0.133, -1.471], [0.723, -0.950, -1.714], [2.433, 2.648, 1.739], [-4.963, -2.746, 0.534], [0.885, 0.943, -0.392], [-0.102, 0.459, 0.886], [-0.841, -0.332, -0.717], [-0.319, -0.294, 0.830]],
  "s2": 3.75,
  "lumo_ev": [-0.951, -0.951],
  "spin_multiplicity": 4,
  "gap_ev": [2.12, 7.11],
  "energy_ha": -7770.58619
}